# C66H198N30O18P12

A 12-piece molecular cluster, C66H198N30O18P12 overall in a non-equilibrium geometry (the ωB97M-V functional and the def2-TZVPD basis, the OMol25 dataset).

## Properties
Kohn-Sham gap   8.264 eV
SMILES   CN(C)P(=O)(N(C)C)N(C)C.CN(C)P(=O)(N(C)C)N(C)C.CN(C)P(=O)(N(C)C)N(C)C.CN(C)P(=O)(N(C)C)N(C)C.CN(C)P(=O)(N(C)C)N(C)C.CN(C)P(=O)(N(C)C)N(C)C.CN(C)P(=O)(N(C)C)N(C)C.CN(C)P(=O)(N(C)C)N(C)C.CN(C)P(=O)(N(C)C)N(C)C.CN(C)P(=O)(N(C)C)N(C)C.COP(=O)(OC)OC.COP(=O)(OC)OC
LUMO   0.3 eV
Energy   -9727.15662 Ha
E_HOMO   -7.99 eV

The geometry in XYZ format:
```
324
Properties=species:S:1:pos:R:3:lowdin_charge:R:1
O -6.180 0.063 -0.862 -0.29
P -7.112 1.075 -0.346 0.59
N -8.023 1.966 -1.577 -0.28
C -7.337 3.096 -2.279 -0.10
C -9.175 1.339 -2.231 -0.12
N -6.357 2.195 0.618 -0.30
C -6.824 3.557 0.865 -0.09
C -5.235 1.671 1.397 -0.08
N -8.319 0.426 0.710 -0.28
C -9.419 1.218 1.459 -0.05
C -8.118 -0.867 1.266 -0.17
H -7.559 4.049 -1.798 0.06
H -7.681 3.249 -3.302 0.08
H -6.251 3.004 -2.254 0.06
H -8.758 0.846 -3.109 0.07
H -9.915 2.078 -2.538 0.08
H -9.748 0.732 -1.530 0.07
H -6.645 3.719 1.928 0.09
H -6.404 4.344 0.239 0.06
H -7.901 3.536 0.696 0.06
H -4.819 0.711 1.091 0.06
H -4.422 2.396 1.399 0.07
H -5.605 1.469 2.402 0.07
H -10.087 1.696 0.741 0.06
H -10.040 0.559 2.065 0.07
H -8.977 2.074 1.968 0.06
H -7.068 -1.059 1.488 0.05
H -8.337 -1.656 0.547 0.07
H -8.761 -1.021 2.132 0.08
O 0.066 -0.779 -3.763 -0.30
P 0.013 -2.123 -4.442 0.62
N 1.000 -2.214 -5.865 -0.28
C 1.300 -1.001 -6.592 -0.13
C 1.184 -3.576 -6.533 -0.09
N -1.555 -2.576 -4.793 -0.29
C -2.672 -2.130 -3.987 -0.10
C -1.824 -3.685 -5.637 -0.14
N 0.724 -3.358 -3.476 -0.29
C 2.176 -3.266 -3.074 -0.08
C 0.080 -4.340 -2.665 -0.14
H 0.372 -0.491 -6.849 0.08
H 1.811 -1.194 -7.535 0.08
H 1.884 -0.367 -5.926 0.06
H 1.206 -4.372 -5.789 0.07
H 2.072 -3.607 -7.164 0.08
H 0.330 -3.799 -7.172 0.05
H -3.595 -2.107 -4.567 0.08
H -2.917 -2.778 -3.145 0.07
H -2.642 -1.124 -3.570 0.05
H -1.847 -3.404 -6.690 0.09
H -0.976 -4.369 -5.660 0.05
H -2.687 -4.294 -5.365 0.10
H 2.523 -4.285 -2.906 0.06
H 2.794 -2.852 -3.871 0.08
H 2.361 -2.841 -2.088 0.07
H 0.546 -5.323 -2.730 0.08
H -0.908 -4.551 -3.076 0.07
H 0.096 -4.106 -1.601 0.07
O -3.525 1.767 7.038 -0.29
P -3.507 0.293 7.136 0.59
N -2.139 -0.440 6.355 -0.27
C -2.025 -1.861 6.177 -0.13
C -0.939 0.380 6.075 -0.12
N -4.809 -0.517 6.326 -0.29
C -4.894 -0.194 4.850 -0.11
C -6.133 -0.497 6.943 -0.13
N -3.431 -0.333 8.706 -0.30
C -3.656 -1.754 8.980 -0.13
C -3.024 0.477 9.888 -0.08
H -1.624 -2.447 7.004 0.08
H -1.406 -2.052 5.300 0.06
H -2.966 -2.278 5.816 0.06
H -0.418 0.627 7.000 0.08
H -1.204 1.364 5.686 0.06
H -0.236 -0.090 5.388 0.04
H -4.007 -0.497 4.294 0.07
H -5.750 -0.615 4.324 0.06
H -5.001 0.871 4.643 0.07
H -6.514 0.524 6.977 0.08
H -6.818 -1.121 6.370 0.08
H -6.075 -0.826 7.980 0.07
H -2.687 -2.244 9.078 0.07
H -4.147 -1.979 9.926 0.08
H -4.105 -2.214 8.100 0.07
H -3.585 0.148 10.763 0.07
H -3.164 1.541 9.696 0.07
H -1.955 0.334 10.045 0.08
O 1.548 -3.971 7.097 -0.28
P 2.725 -3.640 6.288 0.57
N 4.153 -4.531 6.660 -0.30
C 4.217 -5.928 6.113 -0.10
C 4.615 -4.458 8.049 -0.11
N 3.138 -1.995 6.507 -0.28
C 2.145 -1.083 7.057 -0.10
C 4.521 -1.468 6.425 -0.11
N 2.524 -3.748 4.588 -0.27
C 3.500 -3.138 3.625 -0.09
C 1.292 -4.116 3.957 -0.13
H 3.230 -6.379 6.219 0.08
H 4.989 -6.531 6.590 0.08
H 4.421 -5.935 5.042 0.06
H 5.336 -3.645 8.139 0.06
H 4.964 -5.426 8.407 0.08
H 3.740 -4.136 8.613 0.07
H 2.191 -1.241 8.135 0.08
H 2.465 -0.084 6.759 0.07
H 1.134 -1.364 6.762 0.06
H 5.142 -2.108 5.797 0.06
H 4.564 -0.440 6.066 0.05
H 5.038 -1.396 7.382 0.07
H 3.342 -2.079 3.419 0.06
H 4.482 -3.336 4.055 0.06
H 3.596 -3.768 2.740 0.06
H 1.437 -4.160 2.877 0.06
H 0.463 -3.417 4.063 0.05
H 0.998 -5.139 4.192 0.09
O -3.178 -5.522 3.655 -0.29
P -3.816 -5.486 2.316 0.56
N -2.762 -5.207 1.017 -0.29
C -3.202 -5.423 -0.376 -0.11
C -1.525 -4.345 1.160 -0.08
N -4.849 -4.184 2.202 -0.29
C -4.495 -2.963 2.927 -0.10
C -5.757 -4.019 1.036 -0.08
N -4.746 -6.924 1.931 -0.32
C -4.024 -8.171 1.635 -0.11
C -6.034 -7.116 2.568 -0.12
H -3.507 -4.422 -0.681 0.06
H -4.039 -6.119 -0.413 0.07
H -2.405 -5.810 -1.011 0.07
H -1.790 -3.722 2.014 0.05
H -1.306 -3.685 0.321 0.04
H -0.660 -4.959 1.412 0.08
H -5.367 -2.314 2.854 0.06
H -4.021 -3.059 3.904 0.07
H -3.757 -2.485 2.283 0.07
H -6.064 -5.006 0.691 0.06
H -6.664 -3.459 1.267 0.07
H -5.276 -3.729 0.103 0.06
H -4.563 -8.894 1.024 0.09
H -3.070 -7.819 1.242 0.07
H -3.749 -8.602 2.598 0.08
H -6.843 -7.203 1.843 0.07
H -6.254 -6.250 3.191 0.08
H -5.934 -8.070 3.086 0.08
O -1.318 1.456 1.713 -0.30
P -0.523 0.736 0.676 0.61
N 0.869 1.523 0.084 -0.24
C 1.196 2.861 0.478 -0.13
C 1.761 0.870 -0.971 -0.06
N -1.380 0.205 -0.730 -0.26
C -1.690 1.150 -1.835 -0.09
C -2.398 -0.853 -0.518 -0.08
N 0.081 -0.725 1.323 -0.29
C -0.061 -1.031 2.768 -0.09
C 0.939 -1.605 0.557 -0.12
H 1.640 3.498 -0.287 0.07
H 1.968 2.930 1.245 0.05
H 0.367 3.441 0.884 0.07
H 2.441 0.084 -0.645 0.06
H 2.387 1.570 -1.524 0.07
H 1.116 0.433 -1.733 0.04
H -2.324 0.688 -2.592 0.06
H -2.305 1.958 -1.439 0.06
H -0.768 1.487 -2.309 0.05
H -1.955 -1.713 -0.016 0.05
H -3.178 -0.477 0.145 0.06
H -2.859 -1.186 -1.448 0.06
H 0.919 -0.837 3.204 0.06
H -0.774 -0.400 3.299 0.07
H -0.265 -2.096 2.872 0.04
H 1.973 -1.330 0.768 0.06
H 0.698 -1.454 -0.495 0.07
H 0.712 -2.618 0.889 0.06
O 7.547 3.783 -4.401 -0.27
P 6.810 2.547 -4.290 0.58
N 6.392 1.903 -5.840 -0.29
C 6.791 2.643 -7.060 -0.11
C 5.493 0.758 -6.069 -0.11
N 5.312 2.692 -3.467 -0.30
C 5.400 2.930 -2.064 -0.15
C 4.248 3.494 -4.008 -0.11
N 7.578 1.232 -3.442 -0.27
C 6.851 0.033 -3.011 -0.16
C 9.065 1.166 -3.182 -0.08
H 7.799 3.050 -6.973 0.07
H 6.067 3.424 -7.294 0.06
H 6.843 2.017 -7.951 0.07
H 6.215 -0.045 -6.214 0.08
H 4.943 0.971 -6.985 0.07
H 4.820 0.446 -5.270 0.06
H 5.917 3.852 -1.800 0.09
H 4.428 3.077 -1.593 0.06
H 5.766 2.078 -1.491 0.07
H 3.602 2.922 -4.673 0.07
H 3.559 3.925 -3.281 0.07
H 4.700 4.299 -4.587 0.09
H 5.791 0.170 -3.228 0.06
H 7.214 -0.839 -3.554 0.06
H 6.964 -0.342 -1.994 0.05
H 9.285 0.764 -2.194 0.07
H 9.496 2.152 -3.360 0.07
H 9.567 0.586 -3.957 0.07
O 5.800 -2.704 -1.942 -0.26
P 6.491 -3.506 -0.933 0.57
N 6.494 -2.892 0.669 -0.27
C 5.702 -1.673 0.962 -0.11
C 7.209 -3.519 1.826 -0.09
N 8.154 -3.775 -1.270 -0.31
C 8.941 -4.807 -0.517 -0.12
C 8.935 -2.714 -1.870 -0.11
N 5.867 -5.071 -0.710 -0.32
C 4.676 -5.250 0.051 -0.12
C 5.966 -5.928 -1.923 -0.09
H 6.018 -1.125 1.849 0.07
H 4.671 -1.989 1.119 0.05
H 5.581 -1.100 0.043 0.06
H 8.288 -3.570 1.680 0.06
H 6.789 -4.487 2.099 0.07
H 7.169 -2.888 2.715 0.07
H 9.782 -4.375 0.025 0.08
H 8.319 -5.538 0.000 0.07
H 9.377 -5.445 -1.285 0.07
H 8.340 -2.131 -2.573 0.05
H 9.282 -2.121 -1.024 0.08
H 9.771 -3.124 -2.436 0.09
H 3.862 -4.659 -0.370 0.08
H 4.489 -6.323 0.044 0.09
H 4.888 -5.078 1.107 0.06
H 5.885 -6.980 -1.646 0.08
H 6.940 -5.874 -2.407 0.07
H 5.173 -5.628 -2.608 0.08
O 1.539 6.435 -6.122 -0.30
P 0.992 5.041 -6.229 0.68
N 1.890 3.961 -7.274 -0.31
C 3.086 4.496 -7.914 -0.11
C 1.530 2.586 -7.649 -0.13
N -0.602 4.827 -6.831 -0.30
C -0.787 4.920 -8.287 -0.11
C -1.709 5.461 -6.146 -0.13
N 0.881 4.172 -4.672 -0.29
C 0.531 2.809 -4.550 -0.14
C 0.753 5.002 -3.440 -0.10
H 2.938 5.551 -8.144 0.07
H 3.156 3.974 -8.869 0.08
H 3.957 4.385 -7.268 0.06
H 2.180 1.852 -7.172 0.06
H 1.528 2.406 -8.724 0.08
H 0.516 2.363 -7.314 0.07
H -1.006 5.954 -8.552 0.08
H 0.100 4.517 -8.775 0.07
H -1.641 4.342 -8.639 0.08
H -1.533 6.517 -6.350 0.08
H -2.720 5.158 -6.421 0.08
H -1.536 5.450 -5.070 0.05
H 1.123 2.142 -5.177 0.06
H 0.781 2.494 -3.536 0.06
H -0.529 2.594 -4.690 0.08
H 1.184 6.002 -3.487 0.08
H 1.136 4.481 -2.562 0.05
H -0.300 4.932 -3.165 0.06
O 4.149 4.646 4.071 -0.30
P 3.536 3.283 4.286 0.64
N 1.828 3.267 4.151 -0.28
C 1.122 4.560 4.250 -0.11
C 0.917 2.131 4.076 -0.12
N 3.891 2.700 5.867 -0.34
C 5.276 2.438 6.149 -0.14
C 3.158 3.176 6.993 -0.12
N 4.096 1.987 3.264 -0.29
C 4.790 2.311 2.023 -0.11
C 3.695 0.599 3.498 -0.12
H 0.086 4.610 4.584 0.08
H 1.105 5.017 3.260 0.07
H 1.655 5.257 4.897 0.07
H 1.149 1.286 4.723 0.05
H 0.888 1.743 3.058 0.04
H -0.109 2.456 4.246 0.08
H 5.348 1.933 7.111 0.08
H 5.761 1.864 5.359 0.07
H 5.837 3.367 6.046 0.08
H 3.356 4.248 7.003 0.09
H 2.117 2.992 6.730 0.07
H 3.386 2.685 7.939 0.09
H 5.757 2.777 2.212 0.08
H 5.025 1.358 1.550 0.07
H 4.286 3.043 1.392 0.07
H 4.488 -0.114 3.273 0.06
H 2.812 0.479 2.871 0.06
H 3.338 0.522 4.525 0.05
C -2.145 7.688 -3.031 -0.08
O -3.170 6.831 -2.483 -0.23
P -3.277 6.527 -0.900 0.50
O -2.933 7.687 0.011 -0.25
O -2.480 5.163 -0.697 -0.21
C -2.735 4.377 0.410 -0.13
O -4.872 6.113 -0.741 -0.23
C -5.770 7.094 -1.068 -0.18
H -1.847 8.505 -2.374 0.09
H -2.393 8.139 -3.992 0.09
H -1.234 7.121 -3.226 0.06
H -1.862 4.336 1.061 0.09
H -2.972 3.362 0.090 0.06
H -3.504 4.751 1.086 0.09
H -5.311 8.044 -1.343 0.09
H -6.397 7.317 -0.205 0.09
H -6.545 6.949 -1.821 0.09
C -5.673 0.576 -4.096 -0.12
O -4.660 0.989 -4.999 -0.23
P -4.727 2.484 -5.706 0.50
O -3.662 2.836 -6.682 -0.24
O -6.224 2.573 -6.295 -0.23
C -6.617 3.472 -7.298 -0.10
O -4.792 3.403 -4.366 -0.23
C -3.561 3.803 -3.727 -0.08
H -5.393 0.815 -3.071 0.06
H -5.810 -0.503 -4.173 0.09
H -6.669 0.995 -4.238 0.07
H -5.761 3.946 -7.777 0.08
H -7.260 4.278 -6.944 0.09
H -7.195 2.791 -7.923 0.10
H -3.542 3.762 -2.638 0.07
H -3.463 4.845 -4.031 0.07
H -2.663 3.220 -3.931 0.08
```